i) C7H13NOS | wB97M-V/def2-TZVPD

Output
Highest occupied orbital energy: -0.2525 Eh
Total charge: 0

The geometry in XYZ format:
```
23
Properties=species:S:1:pos:R:3:mulliken_charge:R:1
S 2.156 2.112 -0.336 -0.21
O -1.479 1.830 -0.633 -0.44
N 1.089 1.249 0.649 -0.33
C 1.626 -0.050 1.057 -1.05
C -0.344 -0.263 -1.519 -1.00
C 0.379 -1.444 -0.778 -0.47
C -2.452 1.591 0.342 -0.41
C -0.841 0.640 -0.426 0.85
C -1.891 0.191 0.605 -0.72
C 1.734 -1.132 -0.080 -0.62
H 0.190 0.408 -2.174 0.41
H 2.072 -2.015 0.334 0.39
H 1.069 -0.229 1.889 0.44
H 0.599 -2.025 -1.629 0.35
H 1.628 3.270 0.055 0.12
H -3.554 1.724 -0.041 0.26
H -2.407 -0.654 0.291 0.41
H -1.268 -0.514 -1.960 0.38
H -1.526 0.009 1.605 0.22
H -2.308 2.305 1.266 0.22
H 2.562 0.286 1.465 0.52
H 2.467 -0.909 -0.845 0.34
H -0.372 -1.753 -0.015 0.34
```

***

ii) C7H13NOS | wB97M-V/def2-TZVPD

Output
Highest occupied orbital energy (spin up / spin down): -0.2594 / -0.2566 Eh
Total charge: 0

The geometry in XYZ format:
```
23
Properties=species:S:1:pos:R:3:mulliken_charge:R:1
S -0.970 -0.595 0.145 -0.11
O 3.583 1.447 -0.278 -0.59
N 1.559 0.495 -1.212 -0.07
C -2.408 1.428 0.893 -1.42
C 3.298 -1.505 0.963 -1.44
C 1.288 -0.715 -0.653 -0.59
C 2.206 -0.518 0.589 0.36
C -3.528 0.219 -0.932 -1.33
C -2.529 0.153 0.116 0.62
C 2.577 0.758 -0.259 0.28
H 1.550 -0.085 1.313 0.41
H -1.637 1.470 1.701 0.35
H 4.105 -1.081 1.642 0.30
H -1.302 -1.825 -0.364 0.12
H -3.269 1.637 1.456 0.41
H 1.479 -1.585 -1.247 0.35
H -3.409 1.185 -1.636 0.23
H -3.627 -0.560 -1.636 0.36
H -4.474 0.482 -0.723 0.44
H -2.084 2.228 0.276 0.35
H 0.963 1.082 -1.796 0.23
H 2.797 -2.283 1.530 0.38
H 3.834 -1.832 0.111 0.36
```

***

i) wins, 26.7 kJ/mol ahead of the next structure.

***

i) C3H8NO | wB97M-V/def2-TZVPD

Output
Highest occupied orbital energy: -0.0901 Eh
Total charge: -1

The geometry in XYZ format:
```
13
Properties=species:S:1:pos:R:3:mulliken_charge:R:1
O 0.267 1.281 -1.512 -0.87
N 0.780 -0.949 1.534 -0.51
C 0.585 -1.038 0.280 0.04
C -0.858 0.832 -2.126 -0.60
C -0.382 -0.360 2.247 -0.72
H -1.789 1.134 -1.567 0.12
H -1.047 1.328 -3.112 0.23
H 0.147 -0.252 -0.381 0.09
H -0.365 0.727 2.131 0.29
H -0.253 -0.688 3.280 0.30
H 1.250 -1.673 -0.326 0.27
H -1.349 -0.744 1.925 0.25
H -0.947 -0.282 -2.218 0.12
```

***

ii) C3H8NO | wB97M-V/def2-TZVPD

Output
Highest occupied orbital energy: -0.0868 Eh
Total charge: -1

The geometry in XYZ format:
```
13
Properties=species:S:1:pos:R:3:mulliken_charge:R:1
O -1.586 0.091 1.030 -0.84
N 1.905 -0.649 -0.196 -0.52
C -1.861 1.222 0.301 -0.56
C 0.964 -1.544 -0.825 -0.55
C 1.474 0.247 0.582 0.19
H -2.123 1.016 -0.763 0.11
H 1.078 -1.622 -1.909 0.19
H 0.431 0.615 0.624 -0.07
H -2.698 1.812 0.706 0.22
H -0.026 -1.253 -0.403 0.29
H 1.122 -2.590 -0.499 0.17
H 2.281 0.747 1.133 0.27
H -0.962 1.909 0.218 0.09
```

***

iii) C3H8NO | wB97M-V/def2-TZVPD

Output
Highest occupied orbital energy: -0.0873 Eh
Total charge: -1

The geometry in XYZ format:
```
13
Properties=species:S:1:pos:R:3:mulliken_charge:R:1
O -1.886 -0.110 0.809 -0.78
N 2.218 0.174 0.431 -0.81
C -0.096 -0.753 -0.676 -0.69
C -0.764 -0.707 0.692 -0.05
C 0.671 0.095 0.360 -0.39
H -1.516 2.647 -0.970 0.03
H 0.375 1.139 0.368 0.26
H -0.693 -0.269 -1.444 0.23
H -2.073 2.177 -1.021 -0.04
H 2.564 -0.710 0.065 0.23
H -0.642 -1.678 1.237 0.32
H 1.396 -0.389 1.209 0.42
H 0.445 -1.616 -1.059 0.27
```

***

iv) C3H8NO | wB97M-V/def2-TZVPD

Output
Highest occupied orbital energy: -0.0728 Eh
Total charge: -1

The geometry in XYZ format:
```
13
Properties=species:S:1:pos:R:3:mulliken_charge:R:1
O -2.105 -0.273 0.117 -0.60
N 0.218 0.692 -0.953 -0.67
C -1.544 -0.783 1.293 -0.42
C 1.538 0.517 -0.857 -0.03
C 2.249 0.003 0.187 -0.97
H 0.040 1.281 -1.762 0.07
H 2.141 0.730 -1.759 0.22
H -0.494 -1.026 1.101 0.14
H -1.999 -1.769 1.525 0.18
H 1.752 -0.097 1.146 0.22
H -1.364 -0.010 -0.502 0.48
H -1.788 -0.152 2.144 0.16
H 3.257 -0.371 0.082 0.23
```

***

iv) wins, 85.7 kJ/mol ahead of the next structure.

***

i) C3H8NO | wB97M-V/def2-TZVPD

Output
Highest occupied orbital energy: -0.1068 Eh
Total charge: -1

The geometry in XYZ format:
```
13
Properties=species:S:1:pos:R:3:mulliken_charge:R:1
O 1.461 -0.780 1.203 -0.89
N -1.905 0.792 -0.436 -0.85
C 0.656 0.739 -0.653 -0.59
C 0.238 -0.167 0.714 -0.37
C -0.664 0.159 -0.726 0.08
H 1.657 0.238 -0.834 0.32
H 0.928 -3.423 -0.452 0.11
H 0.004 0.594 1.448 0.32
H -2.026 1.638 -0.950 0.09
H 0.497 -3.106 -1.071 -0.11
H -0.634 -0.832 1.156 0.31
H 0.676 1.810 -0.449 0.26
H -0.835 -0.609 -1.424 0.33
```

***

ii) C3H8NO | wB97M-V/def2-TZVPD

Output
Highest occupied orbital energy: -0.0806 Eh
Total charge: -1

The geometry in XYZ format:
```
13
Properties=species:S:1:pos:R:3:mulliken_charge:R:1
O 0.557 2.165 0.216 -0.82
N -0.941 -1.387 1.302 -0.54
C 0.863 1.743 -1.036 -0.70
C 0.143 -1.970 0.452 -0.36
C -1.227 -0.122 1.139 -0.04
H -0.327 -2.578 -0.311 0.23
H 1.136 2.638 -1.787 0.21
H 0.780 -2.450 1.247 0.26
H 1.590 0.980 -1.194 0.21
H 0.527 -1.110 -0.254 0.05
H -0.008 1.372 -1.608 0.16
H -1.017 0.533 0.210 0.00
H -2.076 0.188 1.625 0.33
```

***

iii) C3H8NO | wB97M-V/def2-TZVPD

Output
Highest occupied orbital energy: -0.0790 Eh
Total charge: -1

The geometry in XYZ format:
```
13
Properties=species:S:1:pos:R:3:mulliken_charge:R:1
O 1.281 1.267 0.378 -0.77
N -1.572 -1.398 -0.359 -0.44
C -0.777 -0.187 -0.169 -0.49
C -1.526 -2.283 0.582 -0.24
C 2.063 2.066 -0.420 -0.64
H -1.383 0.689 -0.439 0.22
H 1.963 3.179 -0.210 0.15
H -0.961 -2.136 1.527 0.24
H -2.096 -3.214 0.494 0.26
H 1.840 1.953 -1.540 0.15
H 0.123 -0.183 -0.847 0.14
H 3.131 1.853 -0.295 0.17
H -0.418 -0.064 0.845 0.25
```

***

iii) wins, 78.5 kJ/mol ahead of the next structure.

***

i) C7H16N2O | wB97M-V/def2-TZVPD

Output
Highest occupied orbital energy: -0.3234 Eh
Total charge: 0
SMILES string: CC1(C)N[C@]1(N)O.C=CC

The geometry in XYZ format:
```
26
Properties=species:S:1:pos:R:3:mulliken_charge:R:1
O 0.745 -1.291 -1.268 -0.57
N 2.203 0.590 -1.459 -0.84
N 2.043 -0.815 0.609 -0.45
C 1.151 1.976 0.613 -1.67
C 1.462 -0.298 -0.609 0.77
C -1.895 -0.791 1.017 0.16
C -3.162 -1.164 0.319 -1.10
C -0.070 1.483 -1.601 -1.31
C -1.027 -1.655 1.517 -0.92
C 0.980 1.113 -0.611 0.84
H 2.852 -0.276 0.894 0.25
H 2.347 -1.768 0.438 0.23
H -1.203 -2.720 1.470 0.24
H -0.095 -1.341 1.958 0.37
H -4.017 -0.705 0.816 0.34
H -0.085 2.546 -1.809 0.43
H -0.067 -1.455 -0.769 0.36
H 3.155 0.749 -1.142 0.29
H 0.284 0.910 -2.500 0.35
H -3.302 -2.243 0.309 0.31
H -1.059 1.118 -1.297 0.17
H 2.122 2.472 0.608 0.40
H -1.668 0.268 1.040 0.35
H 1.086 1.370 1.517 0.36
H 0.372 2.732 0.650 0.39
H -3.152 -0.803 -0.711 0.25
```

***

ii) C7H16N2O | wB97M-V/def2-TZVPD

Output
Highest occupied orbital energy: -0.3649 Eh
Total charge: 0
SMILES string: CC[C@@H](C)O.CC1(C)N=N1

The geometry in XYZ format:
```
26
Properties=species:S:1:pos:R:3:mulliken_charge:R:1
O -1.572 -0.629 -0.902 -0.60
N 1.373 -0.823 -0.970 -0.02
N 2.502 -1.050 -0.551 -0.80
C 2.833 0.801 -2.256 -1.30
C 2.259 0.317 -0.949 1.48
C -2.292 1.338 1.155 -1.15
C -1.253 -2.381 0.753 -1.47
C -1.295 -0.880 0.461 1.10
C -2.372 -0.178 1.291 -0.53
C 2.076 1.357 0.128 -1.44
H -2.210 -2.831 0.494 0.34
H 3.022 1.863 0.316 0.41
H -3.346 -0.522 0.943 0.36
H 1.739 0.900 1.056 0.34
H 2.946 -0.023 -2.959 0.38
H -0.309 -0.448 0.712 -0.34
H 1.341 2.097 -0.185 0.29
H 3.810 1.251 -2.086 0.31
H -2.254 -0.464 2.337 0.32
H -3.100 1.813 1.705 0.38
H -0.468 -2.854 0.164 0.38
H -2.369 1.616 0.109 0.29
H -1.048 -2.558 1.804 0.35
H -1.346 1.710 1.545 0.24
H 2.176 1.552 -2.694 0.30
H -0.841 -0.974 -1.421 0.39
```

***

iii) C7H16N2O | wB97M-V/def2-TZVPD

Output
Highest occupied orbital energy: -0.2296 Eh
Total charge: 0

The geometry in XYZ format:
```
26
Properties=species:S:1:pos:R:3:mulliken_charge:R:1
O -1.006 2.043 -1.465 -0.56
N 0.453 0.849 0.047 -0.09
N 0.332 1.964 0.948 -0.81
C 0.776 -1.802 0.243 -0.82
C 2.274 -0.237 1.568 -1.53
C 0.900 -0.606 1.059 0.47
C -0.286 -0.297 -1.973 -2.05
C -2.537 -0.883 -0.129 -0.89
C -0.753 0.676 -0.994 1.47
C -1.986 0.320 -0.204 -0.69
H -3.418 -1.056 0.476 0.28
H 1.727 -2.253 -0.034 0.38
H 1.284 1.020 -0.514 0.39
H 0.285 -1.410 -0.828 0.23
H -0.100 2.716 0.414 0.35
H 3.016 -0.334 0.772 0.39
H -1.055 -0.732 -2.603 0.36
H -2.424 1.152 0.338 0.37
H 0.114 -0.472 1.799 0.44
H 2.313 0.773 1.973 0.40
H 0.593 0.031 -2.531 0.42
H -2.125 -1.730 -0.660 0.26
H -0.686 2.056 -2.375 0.37
H 2.552 -0.937 2.360 0.41
H 0.080 -2.534 0.642 0.23
H -0.323 1.683 1.672 0.24
```

***

i) wins, 8.6 kJ/mol ahead of the next structure.

***

i) C3H7N3O | wB97M-V/def2-TZVPD

Output
Highest occupied orbital energy (spin up / spin down): -0.2655 / -0.2584 Eh
Total charge: 0

The geometry in XYZ format:
```
14
Properties=species:S:1:pos:R:3:mulliken_charge:R:1
O -0.435 1.272 2.162 -0.67
N 0.255 -0.620 -0.749 -0.18
N 1.162 -0.334 1.853 -0.50
N -1.322 1.057 -0.470 -0.60
C -0.252 0.337 0.025 0.20
C -0.142 -1.064 -1.953 -0.61
C 0.142 0.495 1.409 0.50
H 0.472 -1.794 -2.458 0.26
H -0.877 -0.516 -2.507 0.28
H -1.767 1.607 0.248 0.26
H 0.447 -1.574 -0.400 0.33
H -1.098 1.713 -1.201 0.20
H 1.957 -0.437 1.245 0.24
H 1.459 -0.142 2.796 0.28
```

***

ii) C3H7N3O | wB97M-V/def2-TZVPD

Output
Highest occupied orbital energy: -0.3067 Eh
Total charge: 0

The geometry in XYZ format:
```
14
Properties=species:S:1:pos:R:3:mulliken_charge:R:1
O -1.389 -1.049 2.022 -0.51
N 0.835 -0.661 1.349 -0.54
N 1.451 -0.370 0.031 -0.33
N -0.730 0.809 0.623 -0.26
C -0.530 -0.560 1.349 0.27
C 0.476 -0.411 -1.057 -0.55
C -0.500 0.744 -0.840 -0.46
H -0.072 1.694 -1.165 0.33
H 2.145 -1.097 -0.076 0.29
H -1.570 1.301 0.909 0.24
H -1.436 0.568 -1.378 0.28
H -0.087 -1.359 -1.068 0.32
H 0.995 -0.305 -2.010 0.38
H 0.412 0.696 1.314 0.53
```

***

i) wins, 180.6 kJ/mol ahead of the next structure.